P.
DFT (ωB97M-V with the def2-TZVPD basis set) results for C7H9N in the gas phase.

Output
HOMO energy: -6.97 eV
gap between HOMO and LUMO: 0.2653 Eh
LUMO: 0.2 eV

Cartesian coordinates (Å):
C: 1.637 -0.153 -0.615
C: 0.538 -1.214 -0.020
C: -0.894 -1.083 0.161
C: -1.897 0.125 -0.417
C: -1.087 1.531 0.243
C: 1.388 1.090 0.293
C: 0.076 -0.396 1.037
H: 1.468 -0.017 -1.614
H: 2.570 -0.515 -0.243
H: 0.800 -2.260 0.123
H: -1.182 -2.016 0.436
H: -2.125 0.144 -1.515
H: -2.829 -0.309 0.025
H: -0.861 2.414 -0.448
H: 1.986 2.079 -0.150
H: 0.362 -0.346 2.259
N: 0.049 0.926 0.447

Q.
DFT (ωB97M-V with the def2-TZVPD basis set) results for C7H9N in the gas phase.

Output
HOMO energy: -8.67 eV
gap between HOMO and LUMO: 0.3587 Eh
LUMO: 1.1 eV
SMILES string: C1=C[C@@H]2NCC=C2C1

Cartesian coordinates (Å):
C: -1.766 -1.123 -0.103
C: -1.241 -0.779 1.042
C: 0.402 -0.511 1.049
N: 0.785 0.984 1.426
C: 1.492 1.586 0.158
C: 1.156 0.621 -1.026
C: 0.471 -0.402 -0.604
C: -0.785 -1.127 -1.335
H: -2.732 -1.424 -0.269
H: -1.669 -0.407 2.006
H: 1.010 -1.430 1.345
H: -0.111 1.583 1.838
H: 2.558 1.380 0.199
H: 1.154 2.653 0.071
H: 1.231 1.047 -2.013
H: -1.428 -0.536 -2.138
H: -0.526 -2.114 -1.645

R.
DFT (ωB97M-V with the def2-TZVPD basis set) results for C7H9N in the gas phase.

Output
HOMO energy: -9.00 eV
gap between HOMO and LUMO: 0.3725 Eh
LUMO: 1.1 eV
SMILES string: C1[C@@H]2[C@H]3N[C@H]4[C@@H]2[C@H]4[C@@H]13

Cartesian coordinates (Å):
C: -1.825 0.031 -0.059
C: -0.552 0.164 1.058
C: 0.142 1.152 0.023
N: 1.585 1.018 0.034
C: 1.574 -0.439 -0.104
C: 0.465 -0.975 0.816
C: 0.378 -1.040 -0.682
C: -0.658 0.119 -1.017
H: -2.313 1.058 0.075
H: -2.457 -0.781 0.193
H: -0.686 0.394 2.105
H: -0.119 2.188 0.141
H: 1.997 1.484 -0.703
H: 2.597 -0.802 -0.089
H: 0.564 -1.787 1.698
H: 0.160 -1.856 -1.419
H: -0.852 0.071 -2.072

S.
DFT (ωB97M-V with the def2-TZVPD basis set) results for C7H9N in the gas phase.

Output
HOMO energy (spin up / spin down): -8.79 / -7.89 eV
gap between HOMO and LUMO (spin up / spin down): 0.3062 / 0.2546 Eh
LUMO (spin up / spin down): -0.5 / -1.0 eV

Cartesian coordinates (Å):
C: 0.958 1.753 -2.133
C: -0.567 -0.661 0.053
C: -0.799 -1.939 0.426
C: -0.750 -0.080 -1.401
C: 0.680 0.487 -1.721
C: 0.004 0.344 0.837
C: 0.480 0.359 2.231
N: 1.411 2.798 -2.383
H: -0.457 -2.444 1.368
H: -1.408 -2.599 -0.116
H: -1.063 -0.889 -2.103
H: -1.631 0.712 -1.577
H: 1.496 -0.104 -1.726
H: -0.031 1.278 0.399
H: 0.155 -0.561 2.910
H: -0.036 1.114 2.710
H: 1.558 0.430 2.226

Short version: R is the most stable of them.

P.
DFT (ωB97M-V with the def2-TZVPD basis set) results for 2 unconnected molecules or ions with the total composition C3H7O3.

Output
HOMO energy: -4.27 eV
gap between HOMO and LUMO: 0.3101 Eh
LUMO: 4.2 eV
net charge: -1

Cartesian coordinates (Å):
O: 0.311 -1.473 0.249
C: 0.234 -0.273 -0.211
O: 0.831 0.074 -1.246
C: -0.736 0.628 0.546
C: -1.419 1.677 -0.275
H: -0.192 0.904 1.460
H: -1.496 -0.116 0.797
H: -1.616 1.258 -1.275
H: -0.880 2.582 -0.531
H: -2.388 1.940 0.170
H: 1.824 -1.935 0.203
H: 2.696 -3.089 -0.095
O: 2.830 -2.177 0.207

Q.
DFT (ωB97M-V with the def2-TZVPD basis set) results for 2 unconnected molecules or ions with the total composition C3H7O3.

Output
HOMO energy: -3.57 eV
gap between HOMO and LUMO: 0.2656 Eh
LUMO: 3.7 eV
net charge: -1

Cartesian coordinates (Å):
O: -2.332 2.559 -1.347
H: -2.148 2.689 -0.389
H: -1.928 1.688 -1.561
O: -0.668 -2.139 -0.299
O: 0.260 -2.878 1.552
C: 0.133 -1.981 0.675
C: 0.715 0.401 -0.239
C: 1.033 -0.803 0.731
H: 1.424 1.238 -0.118
H: -0.309 0.784 -0.092
H: 0.801 0.013 -1.268
H: 0.949 -0.399 1.758
H: 2.068 -1.171 0.597

R.
DFT (ωB97M-V with the def2-TZVPD basis set) results for 2 unconnected molecules or ions with the total composition C3H7O3.

Output
HOMO energy: -4.45 eV
gap between HOMO and LUMO: 0.3226 Eh
LUMO: 4.3 eV
net charge: -1

Cartesian coordinates (Å):
C: -2.352 -1.136 -0.310
O: -1.426 -1.782 0.540
H: -0.663 -1.140 0.743
H: -2.694 -1.896 -1.025
H: -1.817 -0.475 -1.018
H: -3.013 -0.523 0.317
C: 2.267 1.248 0.191
C: 0.875 0.698 0.071
O: 0.539 -0.217 0.884
O: 0.188 1.136 -0.874
H: 3.019 0.465 -0.040
H: 2.492 1.720 1.147
H: 2.586 1.904 -0.626

Short version: P is the most stable of them.

P.
DFT (ωB97M-V with the def2-TZVPD basis set) results for 2 unconnected molecules or ions with the total composition C3H7O3.

Output
HOMO energy: -4.40 eV
gap between HOMO and LUMO: 0.3213 Eh
LUMO: 4.3 eV
net charge: -1

Cartesian coordinates (Å):
C: -1.593 -0.357 -1.928
O: -1.234 0.913 -1.403
H: -0.356 0.693 -0.941
H: -2.056 -1.041 -1.181
H: -0.653 -0.835 -2.307
H: -2.168 0.062 -2.822
C: 1.262 0.701 1.892
C: 0.739 -0.296 0.868
O: 1.081 0.043 -0.279
O: -0.045 -1.210 1.157
H: 1.014 0.590 2.999
H: 1.007 1.582 1.551
H: 2.348 0.696 1.919

Q.
DFT (ωB97M-V with the def2-TZVPD basis set) results for 2 unconnected molecules or ions with the total composition C3H7O3.

Output
HOMO energy: -4.44 eV
gap between HOMO and LUMO: 0.3192 Eh
LUMO: 4.2 eV
net charge: -1

Cartesian coordinates (Å):
O: 2.683 0.044 -0.640
C: 2.448 -0.573 0.413
O: 1.503 -0.437 1.214
H: 3.227 -1.319 0.713
H: -0.231 -0.124 1.418
C: -1.516 -0.277 -0.032
O: -1.209 -0.245 1.334
C: -0.909 0.917 -0.811
H: -1.134 -1.185 -0.527
H: -2.607 -0.327 -0.114
H: -1.421 1.008 -1.772
H: -0.978 1.828 -0.220
H: 0.144 0.689 -0.977

R.
DFT (ωB97M-V with the def2-TZVPD basis set) results for 2 unconnected molecules or ions with the total composition C3H7O3.

Output
HOMO energy: -3.88 eV
gap between HOMO and LUMO: 0.2988 Eh
LUMO: 4.3 eV
net charge: -1

Cartesian coordinates (Å):
O: -1.146 0.184 1.227
C: -0.433 0.205 0.214
O: -0.659 0.437 -1.007
C: 1.181 -0.043 0.571
C: 1.506 -1.404 1.154
H: 1.616 0.229 -0.361
H: 1.252 0.745 1.307
H: 1.837 -1.964 0.445
H: 2.221 -1.446 1.960
H: 0.620 -1.853 1.574
H: -2.687 1.188 -1.762
H: -2.299 2.232 -2.689
O: -3.008 1.489 -2.632

Short version: Q is the most stable of them.

P.
DFT (ωB97M-V with the def2-TZVPD basis set) results for C2H4INO2 in the gas phase.

Output
HOMO energy: -10.06 eV
gap between HOMO and LUMO: 0.3621 Eh
LUMO: -0.2 eV
SMILES string: C[C@@H](I)[N+](=O)[O-]

Cartesian coordinates (Å):
C: 0.052 1.159 0.346
C: -0.100 -0.353 0.528
I: -2.103 -1.021 0.795
N: 0.444 -0.973 -0.919
O: 0.310 -0.202 -1.822
O: 0.835 -2.086 -0.965
H: -0.765 1.559 -0.360
H: 1.026 1.285 -0.097
H: -0.191 1.652 1.321
H: 0.492 -1.020 1.173

Q.
DFT (ωB97M-V with the def2-TZVPD basis set) results for C2H4INO2 in the gas phase.

Output
HOMO energy: -9.32 eV
gap between HOMO and LUMO: 0.3421 Eh
LUMO: 0.0 eV
SMILES string: NC(=O)[C@H](O)I

Cartesian coordinates (Å):
N: -0.013 0.873 1.389
C: -0.485 -0.022 0.475
O: -1.413 -0.808 0.596
C: 0.196 -0.106 -0.989
O: -0.432 -0.985 -1.740
I: 2.307 -0.946 -0.462
H: 0.789 1.670 1.177
H: -0.411 0.865 2.330
H: 0.486 0.844 -1.595
H: -1.023 -1.385 -1.181

Short version: Q is the most stable of them.

P.
DFT (ωB97M-V with the def2-TZVPD basis set) results for a molecular structure, C8H10.

Output
HOMO energy: -7.25 eV
gap between HOMO and LUMO: 0.3013 Eh
LUMO: 0.9 eV

Cartesian coordinates (Å):
C: 0.496 0.882 -0.117
C: 0.724 1.537 -1.441
C: 0.451 -0.589 -0.083
C: -1.221 0.306 0.177
C: 0.058 -1.396 -1.144
C: -1.872 0.251 1.339
C: 0.983 -1.201 1.100
C: 1.472 -1.679 2.087
H: 0.865 1.352 0.788
H: -1.723 0.545 -0.747
H: 1.606 1.106 -1.931
H: -0.105 1.370 -2.137
H: 0.833 2.612 -1.330
H: -0.143 -0.991 -2.121
H: -0.058 -2.457 -0.999
H: -1.383 0.008 2.270
H: -2.933 0.455 1.366
H: 1.949 -2.112 2.924

Q.
DFT (ωB97M-V with the def2-TZVPD basis set) results for 2 unconnected molecules or ions with the total composition C8H10.

Output
HOMO energy: -8.77 eV
gap between HOMO and LUMO: 0.3436 Eh
LUMO: 0.6 eV
SMILES string: c1ccccc1.C=C

Cartesian coordinates (Å):
C: 0.178 -0.845 1.115
C: 0.056 0.436 1.299
C: 0.645 1.408 0.420
C: 1.348 0.892 -0.770
C: 1.627 -0.477 -0.950
C: 1.200 -1.308 0.141
H: -0.470 -1.519 1.681
H: -0.747 0.778 1.846
H: 0.163 2.405 0.302
H: 1.655 1.643 -1.588
H: 2.342 -0.885 -1.596
H: 1.477 -2.414 0.124
C: -2.745 -0.355 -0.701
C: -1.613 0.260 -0.312
H: -2.611 -0.995 -1.610
H: -3.742 -0.041 -0.310
H: -0.621 0.055 -0.872
H: -1.619 0.913 0.579

R.
DFT (ωB97M-V with the def2-TZVPD basis set) results for a molecular structure, C8H10.

Output
HOMO energy: -8.97 eV
gap between HOMO and LUMO: 0.3696 Eh
LUMO: 1.1 eV

Cartesian coordinates (Å):
C: -0.826 0.870 1.185
C: -1.017 1.438 -0.074
C: -1.152 0.451 -1.219
C: -1.198 -0.887 -1.036
C: -0.886 -1.326 0.248
C: -0.829 -0.474 1.295
C: 2.200 0.606 -0.342
C: 2.084 -0.675 0.031
H: -0.743 1.356 2.132
H: -1.485 2.477 -0.285
H: -1.324 0.903 -2.100
H: -1.204 -1.591 -1.858
H: -0.808 -2.427 0.453
H: -0.825 -0.798 2.199
H: 1.962 0.952 -1.296
H: 2.655 1.639 0.176
H: 1.152 -1.503 -0.627
H: 2.244 -1.011 1.117

Short version: Q is the most stable of them.

P.
DFT (ωB97M-V with the def2-TZVPD basis set) results for a molecular structure, C8H10.

Output
HOMO energy: -8.31 eV
gap between HOMO and LUMO: 0.3328 Eh
LUMO: 0.7 eV

Cartesian coordinates (Å):
C: -3.221 0.175 0.029
C: -1.948 -0.403 -0.022
C: -0.509 0.042 -0.095
C: 0.090 1.190 0.081
C: 1.597 0.863 0.248
C: 1.535 -0.376 1.110
C: 0.719 -0.926 -0.222
C: 1.700 -0.027 -1.097
H: -4.282 -0.373 0.133
H: -3.539 1.246 0.127
H: -1.924 -1.531 -0.269
H: -0.355 2.249 0.119
H: 2.265 1.638 0.341
H: 2.455 -1.235 1.248
H: 1.123 -0.605 2.161
H: 0.531 -1.896 -0.470
H: 2.662 -0.434 -1.405
H: 1.100 0.403 -2.018

Q.
DFT (ωB97M-V with the def2-TZVPD basis set) results for C8H10 in the gas phase.

Output
HOMO energy: -8.67 eV
gap between HOMO and LUMO: 0.3558 Eh
LUMO: 1.0 eV
SMILES string: C#CC/C(C=C)=C\C

Cartesian coordinates (Å):
C: -1.836 -2.630 -0.509
C: -0.871 -1.941 -0.330
C: 0.452 -1.269 -0.122
C: 0.162 0.140 0.322
C: -1.232 0.293 0.773
C: -2.000 1.361 0.519
C: 0.995 1.153 0.098
C: 2.367 1.003 -0.484
H: -2.679 -3.237 -0.694
H: 0.978 -1.811 0.665
H: 1.023 -1.285 -1.049
H: -1.577 -0.461 1.461
H: -1.627 2.233 -0.002
H: -3.016 1.422 0.877
H: 0.687 2.155 0.376
H: 2.334 0.501 -1.446
H: 2.840 1.967 -0.622
H: 3.002 0.406 0.166

Short version: Q is the most stable of them.

P.
DFT (ωB97M-V with the def2-TZVPD basis set) results for 2 unconnected molecules or ions with the total composition C3H6N3.

Output
HOMO energy (spin up / spin down): -13.86 / -13.86 eV
gap between HOMO and LUMO (spin up / spin down): 0.2958 / 0.2957 Eh
LUMO (spin up / spin down): -5.8 / -5.8 eV
net charge: +1

Cartesian coordinates (Å):
C: 0.813 -0.733 0.066
C: 3.163 0.066 0.021
C: -1.793 0.273 0.284
N: 1.929 -0.225 -0.097
N: -0.612 0.726 0.089
N: -2.219 -0.939 0.075
H: 3.482 0.684 0.963
H: 3.824 -0.269 -0.780
H: -0.195 1.518 0.474
H: -2.395 1.094 0.654
H: -1.547 -1.533 -0.381
H: -3.075 -1.130 0.507

Q.
DFT (ωB97M-V with the def2-TZVPD basis set) results for a gas-phase ion, C3H6N3 (charge +1).

Output
HOMO energy (spin up / spin down): -15.92 / -14.00 eV
gap between HOMO and LUMO (spin up / spin down): 0.3370 / 0.2489 Eh
LUMO (spin up / spin down): -6.8 / -7.2 eV
net charge: +1
SMILES string: CN1[N+]#CCN1

Cartesian coordinates (Å):
C: 1.641 -0.760 -0.234
N: 0.311 -0.392 -0.099
N: -0.637 -0.986 -0.797
C: -1.814 -0.403 -0.715
C: -1.631 0.818 0.183
N: -0.213 0.680 0.575
H: 2.203 0.114 0.066
H: 1.994 -1.590 0.353
H: 1.848 -1.112 -1.299
H: -1.727 1.610 -0.453
H: -2.208 1.102 0.999
H: 0.233 0.919 1.421

Short version: P is the most stable of them.

P.
DFT (ωB97M-V with the def2-TZVPD basis set) results for a molecular structure, C4H14O4.

Output
HOMO energy: -7.42 eV
gap between HOMO and LUMO: 0.1674 Eh
LUMO: -2.9 eV

Cartesian coordinates (Å):
C: 2.243 -0.878 0.329
C: 1.525 0.403 0.008
C: 0.669 0.266 -1.233
C: -0.413 1.115 -1.291
H: 2.580 -1.341 -0.586
H: 2.885 -0.828 1.176
H: 0.899 0.716 0.887
H: 1.018 -0.155 -2.147
H: -0.955 1.444 -2.168
H: 2.202 1.193 -0.399
H: -2.224 -0.306 -0.590
H: -2.882 -1.269 -1.543
O: -2.363 -1.285 -0.723
H: 1.033 -1.550 0.968
H: -0.394 -1.960 0.497
O: 0.104 -1.790 1.317
H: -0.861 1.378 -0.308
H: -2.161 2.028 -0.128
O: -1.766 1.198 0.156
H: -0.086 -0.168 2.090
H: -0.967 0.976 1.617
O: -0.089 0.812 2.071

Q.
DFT (ωB97M-V with the def2-TZVPD basis set) results for 5 unconnected molecules or ions with the total composition C4H14O4.

Output
HOMO energy: -9.06 eV
gap between HOMO and LUMO: 0.3418 Eh
LUMO: 0.2 eV
SMILES string: C=CC=C.O.O.O.O

Cartesian coordinates (Å):
C: -1.461 -1.008 -2.315
C: -0.106 -0.686 -2.431
C: 0.368 0.331 -1.413
C: 1.645 0.711 -1.258
H: -1.985 -0.530 -1.514
H: -2.100 -1.817 -2.550
H: 0.608 -1.334 -2.941
H: -0.350 0.476 -0.583
H: 1.803 1.231 -0.318
H: 2.534 0.482 -1.781
O: 0.005 -0.224 3.470
H: 0.757 -0.602 2.871
H: 0.009 0.805 3.379
O: 1.832 -1.738 0.774
H: 2.463 -2.018 0.014
H: 1.646 -0.871 0.651
O: 0.059 2.577 0.361
H: 0.423 2.894 1.139
H: -0.623 3.018 0.116
O: -2.865 -0.341 1.584
H: -2.329 -0.162 0.876
H: -2.333 -1.193 1.869

Short version: Q is the most stable of them.